Entry from the OMol25 dataset: C50H38Cl3N2O3P2SSiTi as an isolated structure (ωB97M-V with the def2-TZVPD basis set).

Results
* E: -159571.580 eV
* largest force on an atom: 0.01050 hartree/bohr
* energy relative to the best compared isomer or geometry (same formula, charge and spin): 0.000 eV
* gap between HOMO and LUMO (alpha / beta): 6.42 / 6.42 eV
* lowest unoccupied orbital energy (alpha / beta): 2.26 / 2.26 eV
* HOMO level (alpha / beta): -4.162 / -4.162 eV

ORCA input file:
```
! wB97M-V def2-TZVPD RIJCOSX def2/J DEFGRID3
* xyz -1 1
Ti -0.43860 0.35712 0.42410
O -0.89136 0.33183 2.25342
C -1.71128 -0.31573 3.06361
C -1.60438 -0.11927 4.44106
C -2.42860 -0.79879 5.31905
C -3.38869 -1.68880 4.84597
C -3.50753 -1.88089 3.48185
C -2.68056 -1.21750 2.57506
C -2.88938 -1.45224 1.14926
N -2.12610 -0.99083 0.23384
N -2.56251 -1.20313 -1.07087
C -1.75507 -0.62062 -1.90078
O -0.66320 -0.00090 -1.54588
C -2.07709 -0.63708 -3.34563
C -1.08327 -0.30887 -4.26287
C -1.36290 -0.32794 -5.62197
C -2.63524 -0.66547 -6.06302
C -3.62929 -0.98248 -5.14437
C -3.35345 -0.97071 -3.78797
H -0.85509 0.57875 4.79212
H -2.32672 -0.63094 6.38453
H -4.03822 -2.21547 5.53241
H -4.25765 -2.55762 3.08731
H -3.76959 -2.01034 0.83464
H -0.09649 -0.05366 -3.89682
H -0.58781 -0.07999 -6.33654
H -2.85434 -0.67649 -7.12388
H -4.62469 -1.23408 -5.48909
H -4.10865 -1.20947 -3.05173
O 3.79777 -0.69221 -0.86293
S 2.60300 0.19397 -0.68853
C 1.64563 -0.33044 0.75439
C 2.26434 -0.12094 2.06245
C 1.95631 -0.88640 3.12607
C 1.05539 -1.99474 2.98617
C 0.53781 -2.29129 1.78067
C 0.77832 -1.50645 0.57068
P 1.09581 -2.47821 -0.97988
C 2.07990 -3.87005 -0.26582
C 1.82641 -5.21164 -0.52857
C 2.64193 -6.20734 0.00122
C 3.72450 -5.87515 0.79671
C 3.99742 -4.53399 1.04833
C 3.18877 -3.54361 0.52228
C -0.42256 -3.39571 -1.46707
C -0.61719 -3.49617 -2.84153
C -1.70682 -4.17896 -3.36922
C -2.62183 -4.77368 -2.51972
C -2.43254 -4.70042 -1.14405
C -1.34134 -4.02749 -0.62487
C 3.31092 1.68479 0.04924
C 4.69047 1.71378 0.16602
C 5.30354 2.81051 0.75741
C 4.53827 3.86159 1.23708
C 3.15702 3.83006 1.10499
C 2.52916 2.75157 0.49016
P 0.72345 2.66619 0.20769
C 0.12911 3.78676 1.51858
C 0.28990 3.32828 2.82739
C -0.14635 4.09281 3.89299
C -0.76128 5.31743 3.66207
C -0.93124 5.77167 2.36472
C -0.48618 5.01026 1.29156
C 0.61039 3.56630 -1.37642
C -0.02686 2.96392 -2.45458
C -0.09540 3.61544 -3.67778
C 0.46644 4.87237 -3.82767
C 1.11130 5.47886 -2.75540
C 1.19039 4.82459 -1.53808
H 3.00097 0.66289 2.17625
H 2.42466 -0.68796 4.08302
H 0.82776 -2.62013 3.84048
H -0.05333 -3.19250 1.69468
H 0.98302 -5.49609 -1.14489
H 2.41863 -7.24644 -0.21124
H 4.35323 -6.65069 1.21690
H 4.84736 -4.25963 1.66172
H 3.42906 -2.50467 0.70629
H 0.08547 -3.00816 -3.50725
H -1.84875 -4.22036 -4.44232
H -3.48361 -5.29137 -2.92322
H -3.14550 -5.16496 -0.47337
H -1.22137 -3.98224 0.44767
H 5.25405 0.85997 -0.18614
H 6.38163 2.83345 0.85774
H 5.01353 4.70847 1.71607
H 2.55769 4.64333 1.49606
H 0.73917 2.35665 3.00758
H -0.02821 3.72436 4.90429
H -1.12127 5.90879 4.49475
H -1.42915 6.71506 2.18041
H -0.64931 5.35757 0.28093
H -0.46628 1.98189 -2.33735
H -0.59957 3.13808 -4.50856
H 0.40421 5.38394 -4.78030
H 1.55746 6.45865 -2.87096
H 1.70865 5.29539 -0.71187
Cl -3.17570 2.75560 2.18729
Si -2.68435 2.03865 0.24736
Cl -2.87123 3.86263 -0.88308
Cl -4.55519 1.19516 -0.29258
*
```



Entry from the OMol25 dataset: C31H61F3FeN6O13S3 as an isolated structure (ωB97M-V with the def2-TZVPD basis set).

Results
* E: -143743.465 eV
* largest force on an atom: 0.07113 hartree/bohr
* gap between HOMO and LUMO: 7.97 eV
* lowest unoccupied orbital energy: 2.06 eV
* HOMO level: -5.901 eV

ORCA input file:
```
! wB97M-V def2-TZVPD RIJCOSX def2/J DEFGRID3
* xyz -1 6
Fe -3.15533 -0.97697 0.12667
C 1.60660 3.05200 5.00230
O 2.10578 2.91977 3.68595
C 1.13329 3.07733 2.69150
C 1.70310 2.85620 1.32526
N 2.30895 1.48068 1.22316
H 3.03379 1.35934 1.93672
H 1.57023 0.82353 1.50719
C 2.85872 1.09736 -0.11216
C 3.39226 -0.30968 0.00823
O 4.54553 -0.24426 0.84411
C 5.23936 -1.46386 0.86264
H 2.48829 3.06545 5.64377
H 0.98776 2.20685 5.30530
H 1.11568 4.01953 5.14069
H 0.64926 4.05252 2.80701
H 0.31865 2.34003 2.78949
H 2.54425 3.52451 1.11488
H 0.99759 2.97512 0.50449
H 3.63761 1.79764 -0.39114
H 1.97642 1.12737 -0.74828
H 3.62922 -0.73068 -0.97251
H 2.69553 -1.01744 0.47257
H 4.57557 -2.33009 0.98225
H 5.91089 -1.50891 1.71910
H 5.80822 -1.62206 -0.06040
S -0.78048 0.22263 0.28618
O 0.06324 -0.06506 1.44797
O -0.15011 1.10248 -0.68185
O -1.26325 -1.00988 -0.40353
O -2.12002 0.58735 0.76099
S -4.51140 -1.03756 2.42094
O -3.22546 -1.65934 1.94714
O -4.39334 -0.14955 3.55612
O -4.66038 -0.29174 1.12659
O -5.54187 -2.02904 2.57265
C -5.53969 1.18139 -3.18887
F -6.55242 1.56451 -2.41975
F -5.69939 -0.11841 -3.48081
F -5.55075 1.88941 -4.30141
S -3.88469 1.30737 -2.23250
O -3.80486 0.01381 -1.52201
O -2.88265 1.50122 -3.26549
O -4.04862 2.40523 -1.30548
C -6.11921 -2.26782 -1.06137
C -5.06486 -3.21534 -0.50521
N -3.65742 -2.79117 -0.82707
C -3.47934 -2.87696 -2.29374
C -2.08796 -2.56710 -2.80347
C -2.75634 -3.72304 -0.12630
C -2.75044 -5.21212 -0.51497
H -6.09594 -1.24124 -0.71186
H -7.12499 -2.67019 -0.88856
H -6.16457 -2.33730 -2.15298
H -5.23025 -3.34339 0.56402
H -5.20731 -4.20830 -0.94128
H -3.66455 -3.91956 -2.57812
H -4.18953 -2.22821 -2.79265
H -1.85401 -1.50323 -2.81890
H -1.25057 -3.06643 -2.31267
H -2.04972 -2.94271 -3.83126
H -3.07578 -3.78361 0.91767
H -1.75874 -3.30623 -0.00644
H -2.40978 -5.34849 -1.54717
H -3.67692 -5.78471 -0.46200
H -2.06081 -5.72447 0.15659
C 5.64429 0.41329 -3.29010
C 4.70461 1.51473 -3.79113
N 3.34325 1.45810 -3.29774
C 2.59546 2.70064 -3.51530
C 3.08818 3.82757 -2.61766
C 2.65961 0.31765 -3.90960
C 1.36601 -0.09368 -3.21305
H 6.20360 -0.09213 -4.07808
H 5.13321 -0.38814 -2.75115
H 6.37092 0.80192 -2.57540
H 5.19948 2.44463 -3.50546
H 4.71164 1.59660 -4.89163
H 1.53982 2.56218 -3.30695
H 2.82970 3.01856 -4.54391
H 2.85748 3.65930 -1.56142
H 2.56277 4.76604 -2.81428
H 4.15539 4.03823 -2.67631
H 2.49124 0.44257 -4.99229
H 3.35628 -0.52637 -3.89474
H 1.51247 -0.43929 -2.19351
H 0.63162 0.70933 -3.29045
H 0.83545 -0.89879 -3.72935
N -1.04026 3.77291 -0.44622
C -1.48129 3.99292 0.83195
C -1.31927 5.32359 1.10781
C -0.78183 5.94857 -0.03571
C -0.66093 4.95437 -0.99840
H -1.08100 2.85985 -0.88458
H -1.85086 3.11880 1.34789
H -1.63489 5.85814 1.99146
H -0.51005 6.97137 -0.23675
H -0.34471 5.06642 -2.02294
N 0.32295 -0.67245 4.13029
C -0.84083 -0.63913 4.84389
C -0.53934 -0.52859 6.19002
C 0.88397 -0.55194 6.29270
C 1.35458 -0.52308 5.01702
H 0.37897 -0.71146 3.11583
H -1.82940 -0.65578 4.40719
H -1.20095 -0.48770 7.03871
H 1.49905 -0.49933 7.17658
H 2.37223 -0.49769 4.64705
N 0.99628 -2.81402 1.56275
C 1.83129 -3.36204 2.49986
C 2.53795 -4.39009 1.92825
C 2.08628 -4.47955 0.58303
C 1.09293 -3.54382 0.40877
H 0.44001 -1.97457 1.68092
H 1.87134 -2.93422 3.48915
H 3.34279 -4.98874 2.31986
H 2.37442 -5.09085 -0.25933
H 0.53599 -3.27922 -0.47540
*
```